Entry 1:
Molecular formula: C20H52N4O8S4
Method: DFT, ωB97M-V with the def2-TZVPD basis set

Structure (XYZ):
```
88
Properties=species:S:1:pos:R:3:forces:R:3
H 7.5758 11.7288 9.9553 0.2 0.1 -0.7
H 8.7593 20.3748 8.9241 0.1 0.1 -0.4
H 13.5135 12.6941 7.4184 -0.5 0.2 0.1
H 7.8425 15.5308 11.1295 -0.3 0.7 -0.4
C 12.9006 11.4914 16.9944 -0.1 -0.7 -0.3
H 4.8288 9.0884 12.7136 0.3 0.1 -0.3
H 12.2366 12.6961 14.5735 0.6 -0.4 0.3
H 6.4721 11.8456 14.7463 -0.6 0.2 0.5
C 11.6954 13.6314 14.6210 -0.3 1.0 0.7
H 11.4253 8.0437 15.3370 0.6 -0.2 -0.4
H 8.3877 13.2566 9.4068 0.6 -0.1 -0.4
H 11.6675 9.7319 13.9181 1.3 0.6 0.0
H 15.1549 9.4981 14.4575 0.3 0.2 -0.2
N 10.6095 13.5919 13.8602 -1.6 0.7 -1.5
C 14.1993 18.7164 12.0226 -0.2 1.8 -1.0
H 6.2179 8.8623 11.5335 -0.6 0.1 0.1
S 7.0898 13.3810 11.3149 -0.3 0.5 -0.3
O 7.1748 9.1503 14.1764 0.4 0.5 -0.5
H 12.6238 14.2178 8.0951 0.6 -1.1 -0.4
H 11.4086 11.6829 19.2119 -0.7 1.2 0.2
H 12.8623 7.2585 15.9857 -0.3 0.1 -0.7
H 10.9287 11.5675 13.4956 -0.2 0.1 0.0
H 7.6157 19.0540 11.6638 0.5 -0.2 -0.2
C 12.8150 9.8561 14.0283 -1.3 -1.5 0.2
H 13.3126 16.9196 10.6429 0.1 -0.2 -1.1
H 12.2985 18.7364 13.9648 0.9 -0.3 0.5
C 5.6184 9.5743 12.1247 0.4 0.4 -0.5
H 14.8662 8.6182 15.9519 0.0 -0.3 -0.5
H 13.2423 14.0308 10.9520 0.0 -0.2 0.2
H 6.6455 13.0034 9.0556 -0.4 0.0 -0.3
H 6.2786 15.3886 10.0121 0.8 -0.2 0.6
H 12.1165 11.0810 16.3449 0.2 -0.2 0.3
O 13.4804 10.8170 13.6793 -0.4 -0.1 0.0
H 5.2798 10.4350 11.5173 -0.1 -0.7 0.1
C 13.2596 16.5569 11.6376 -1.6 1.0 1.3
H 11.9224 17.1411 13.8690 -0.5 -1.1 -0.3
H 5.1786 11.8975 13.4646 0.3 0.0 0.5
N 13.2760 8.7097 14.5962 1.2 1.4 -0.7
C 10.2230 12.3498 13.2104 -0.3 0.2 -1.3
C 8.3209 19.4493 9.2843 -0.9 1.1 0.2
H 10.2696 12.4498 12.0943 0.0 0.0 0.9
H 10.0546 15.2906 12.5905 0.6 -0.2 -0.4
H 12.2510 16.1316 11.8591 0.9 0.0 -0.3
C 7.4677 12.7914 9.7137 0.8 -0.3 0.4
H 13.4687 17.4298 14.6178 0.1 0.3 -0.1
H 14.4285 13.5163 9.7633 0.6 -0.1 0.0
C 6.8269 15.1648 10.9576 -0.3 -1.5 0.2
O 13.2207 9.0797 17.9224 0.4 -0.6 -0.1
S 13.1594 10.4789 18.4197 0.3 -0.5 -0.3
O 5.7810 12.7091 11.5274 -0.8 0.2 0.5
O 14.6485 18.7155 10.8756 0.3 0.0 0.9
H 15.1892 7.7367 14.3796 -0.4 0.0 0.2
C 14.7089 8.6002 14.8543 -0.1 0.3 0.7
H 10.7099 17.5638 10.6600 0.4 0.7 0.5
H 9.1843 12.0612 13.4538 0.5 0.1 0.2
H 12.5150 12.4030 17.4059 0.5 1.1 -0.3
C 11.5390 10.6427 19.0949 0.0 -1.1 -0.7
C 13.6694 13.1677 10.4432 1.3 -0.2 0.7
H 8.7774 14.6067 13.5211 -0.2 -0.4 0.0
H 11.2302 19.0693 9.7287 0.1 0.1 0.5
H 14.0486 15.8521 11.8334 0.3 -0.3 0.2
H 12.2884 6.8563 14.2789 0.2 0.5 0.6
C 8.6670 18.6810 11.5488 0.0 0.0 0.8
O 11.9875 14.6031 15.3006 0.8 0.0 0.1
H 8.1353 18.7795 8.4477 0.2 -0.2 0.0
H 11.6509 10.1956 20.0691 -0.6 -0.4 0.3
C 12.4312 7.6620 15.0433 -1.2 -1.1 0.8
N 9.1743 18.9115 10.3041 -0.5 -0.7 0.9
O 11.2126 13.1857 10.1084 -2.1 0.8 0.2
H 14.3382 19.6231 12.6933 -0.1 -1.0 -0.3
N 13.3552 17.7860 12.4595 -0.2 -2.0 1.1
H 10.8367 10.1376 18.3731 0.5 0.5 1.0
C 12.7920 17.7504 13.8257 -0.2 1.7 -0.8
H 13.8619 11.4675 16.4703 -0.3 0.7 0.0
C 5.7612 11.2699 14.1569 -1.2 0.4 0.3
S 6.8333 10.2779 13.2282 0.4 -2.0 0.2
S 12.3636 12.4612 9.5665 -0.1 -2.0 -0.7
H 6.1866 15.3469 11.8104 -0.1 0.8 0.2
H 11.6555 12.9701 7.4359 0.4 -0.6 -0.3
H 7.3300 19.7618 9.7052 0.8 -0.5 -0.2
C 12.6262 13.0948 7.9247 -0.6 2.2 0.4
C 10.4495 18.3432 9.9441 0.0 -1.0 -0.5
H 14.0105 12.3636 11.1248 0.1 0.9 -0.1
C 9.8379 14.8268 13.5424 -0.1 -0.2 1.3
H 5.0955 10.5759 14.7340 0.8 0.7 -0.2
O 9.2466 18.1600 12.4973 -0.3 0.3 -1.0
H 10.3678 17.7242 9.0519 -0.4 0.2 -0.5
H 9.9406 15.6067 14.3205 0.4 -0.6 -0.3
```
Forces are in eV/Å.

The energy relative to the best compared isomer or geometry (same formula, charge and spin) is 273.1 kJ/mol. The frontier orbital gap is 8.8 eV.

Mulliken atomic charge list, values in e, 2 entries:
1. H 0.280
2. H 0.356

Entry 2:
Molecular formula: C15H17N3O4S
Method: DFT, ωB97M-V with the def2-TZVPD basis set

Structure (XYZ):
```
40
Properties=species:S:1:pos:R:3:forces:R:3
H 3.1476 2.0271 -4.7431 -0.1 0.1 -0.1
H -4.9715 -0.9818 3.2999 -0.1 0.0 0.0
C 0.4692 2.0789 -0.7398 0.5 -0.6 0.1
N 1.5901 0.5592 2.4740 0.1 0.3 0.6
C -0.5361 -1.7745 1.6874 -0.3 0.0 0.1
H -3.8157 -1.4424 0.9433 -0.1 0.0 -0.1
C 2.1963 2.2772 -5.2231 0.4 -0.3 -0.3
C 0.1586 2.4092 -2.1499 0.1 -0.1 -0.3
C -3.0525 -1.8399 2.9043 0.0 0.0 0.1
N 0.5500 2.3352 1.4322 0.5 -0.5 1.6
C -1.6907 -1.5704 0.9339 0.2 0.0 0.0
H 1.6019 0.2188 -5.4273 0.0 -0.1 0.0
C 1.0965 1.1626 1.3463 -0.3 -0.3 -1.3
O 1.2496 2.6421 -4.2111 -0.2 0.2 -0.1
H 2.3103 3.1740 -5.8346 0.0 -0.1 0.1
H 2.4045 0.8955 -6.8490 0.1 0.0 -0.1
O 2.0164 1.0354 -2.8447 0.1 -0.1 -0.2
H 0.7284 1.3358 -6.4887 -0.1 0.0 -0.1
H 1.6397 1.1923 3.2681 0.0 -0.2 -0.1
C -0.6437 -2.0110 3.0494 0.4 0.0 -0.2
H -4.9708 -2.7381 3.1832 -0.1 0.0 0.0
H 1.9960 -2.7501 2.1731 0.0 0.2 0.0
H 2.6342 -1.6654 0.9140 0.0 0.0 0.1
N 0.1877 2.8333 0.2628 -0.5 0.8 -1.3
H 0.0016 3.4824 -2.2596 0.0 -0.1 0.0
C 1.8582 -1.7788 1.6798 0.2 -0.3 0.1
H -0.7617 1.9003 -2.4578 0.0 0.1 -0.1
C -2.9284 -1.6041 1.5381 0.1 0.0 0.1
C 2.0532 -0.6997 2.7393 -0.1 0.0 -0.1
H -4.3223 -1.9541 4.6268 -0.1 0.0 0.1
C -1.8969 -2.0425 3.6411 -0.2 0.0 -0.1
H -1.9650 -2.2280 4.7031 0.0 0.0 0.1
C 1.2567 1.9351 -3.0887 -0.3 0.3 0.2
O 0.6415 -1.7180 0.9840 -0.2 -0.3 0.1
H -1.5876 -1.3890 -0.1246 0.0 0.0 -0.1
S 1.2448 0.5752 -0.2960 -0.2 0.9 0.6
O 2.5911 -0.9332 3.7976 0.1 -0.2 0.0
C 1.6968 1.1036 -6.0520 0.0 0.3 0.3
C -4.4063 -1.8793 3.5459 0.0 0.0 -0.1
H 0.2287 -2.1726 3.6625 0.1 0.0 0.1
```
Forces are in eV/Å.

The SMILES is CCOC(=O)Cc1nnc(NC(=O)COc2ccc(C)cc2)s1. The energy relative to the best compared isomer or geometry (same formula, charge and spin) is 153.0 kJ/mol. The frontier orbital gap is 9.1 eV.

Mulliken atomic charge list, values in e, 2 entries:
1. H 0.307
2. H 0.345

Entry 3:
Molecular formula: C33H56BiClN2O3P
Method: DFT, ωB97M-V with the def2-TZVPD basis set

Structure (XYZ):
```
97
Properties=species:S:1:pos:R:3:forces:R:3
H 0.6306 -1.6665 -5.4722 0.0 0.0 0.0
H 2.3251 -0.1102 2.0988 -0.1 -0.2 -0.2
C -1.8914 3.7999 1.0194 0.0 -0.3 0.3
H -3.0141 -2.0661 3.1149 -0.2 0.1 0.1
C 1.4102 -3.1296 -4.0961 0.2 0.1 0.0
H 2.2835 -2.1233 3.4630 0.1 0.0 -0.1
O -2.5014 0.8125 3.0344 -2.3 -0.4 -0.9
H -5.9044 0.8669 -0.5505 -0.1 0.1 0.0
C 3.9651 -3.1377 2.5623 0.0 0.0 0.0
C -0.2061 -0.9794 -2.8716 -0.3 -0.1 -0.2
C -4.9563 -1.3590 2.4323 -0.5 0.1 -0.3
H -3.7673 2.4523 3.9376 -0.2 0.0 0.1
H 0.0952 -0.4762 2.8421 -0.3 0.2 0.2
H 0.3848 1.3355 2.4456 -0.4 -0.2 0.0
H 3.8416 -2.7505 -0.2580 -0.1 -0.2 0.1
C -3.9440 0.4471 -0.1796 1.5 -0.1 0.2
H -6.0141 -1.5903 2.6206 0.1 0.0 0.0
C 0.2439 -2.4886 -4.8564 0.1 0.0 0.0
H 3.7735 -4.7788 1.1572 0.0 0.0 0.1
H 2.2521 -4.2634 1.8789 0.1 0.1 0.0
H -2.6893 2.4033 -1.5293 0.2 0.3 0.1
H 2.8449 -2.6714 -2.5305 -0.3 0.2 -0.1
H 3.8824 -0.5548 1.3681 0.0 -0.2 0.1
H 2.4336 0.8192 -3.2356 0.1 0.2 0.2
C -0.3677 3.6508 1.0670 -0.5 0.4 0.4
H 2.2914 -3.5874 -0.4661 0.1 0.2 0.2
H -2.3333 2.8226 1.2774 0.1 0.4 -0.1
H -0.0624 3.1652 2.0015 -0.1 0.1 -0.2
H -4.4108 0.1957 4.6393 -0.1 0.1 -0.1
N -5.2708 0.6235 0.1964 -0.9 0.3 -0.1
H 1.5882 1.9268 -2.1382 0.3 -0.2 -0.1
H -5.0722 2.5260 5.1326 -0.1 0.2 -0.1
H 5.0321 1.3036 -3.6420 0.0 0.0 0.0
H 4.2093 -0.8054 -2.2468 0.1 0.2 0.2
H 4.9583 -2.8684 2.1812 0.0 0.0 0.0
H -1.3048 -2.7646 -3.3686 0.1 0.1 -0.1
C -5.0731 0.7439 3.9608 -0.3 -0.9 -0.1
H -3.4220 4.4271 -0.3846 0.1 0.0 0.0
H 5.7779 2.6439 -2.7768 0.0 0.0 0.0
H -6.1088 0.4951 4.2336 0.1 0.1 0.0
C 3.6300 2.4941 -2.5249 0.0 -0.1 0.0
H -4.7592 -1.6442 1.3878 0.0 0.1 0.3
C -3.3735 0.5474 2.1919 1.7 0.4 0.4
C 5.3519 0.9129 -1.5494 0.1 -0.2 0.0
C 0.1103 0.3358 2.1219 0.5 -0.5 -0.7
C 3.2055 -3.8990 1.4732 0.0 -0.1 -0.1
C -0.6115 2.6324 -1.2223 0.9 0.2 0.8
C 0.1150 2.8387 -0.0872 -0.1 -0.1 -1.4
H 3.3792 3.1093 -3.3945 0.1 0.0 0.0
C 2.9045 -3.0218 0.2528 0.2 -0.1 0.3
H 3.6335 3.1609 -1.6508 0.0 -0.1 -0.1
H 4.5382 -0.8019 -0.5066 -0.2 0.3 -0.3
C 4.2708 -0.1582 -1.3569 0.4 0.4 -0.2
Cl -1.2755 -2.5982 0.6887 -0.1 -0.6 0.2
H 4.1242 -3.7857 3.4306 0.0 0.0 0.0
P 1.6070 -0.6757 -0.6978 -0.6 0.4 0.3
C 2.1762 -1.7563 0.7096 0.0 0.0 -0.7
H 1.2264 -2.0744 1.1767 0.2 0.2 -0.1
H -2.2209 4.5257 1.7732 0.0 -0.1 -0.1
H 0.1977 -0.0851 -3.3757 -0.1 -0.2 0.0
Bi -0.8849 -0.1128 0.2985 0.4 1.2 1.2
C -5.7140 0.8413 1.5092 0.0 -0.1 -0.3
H 1.1204 2.4204 0.0208 -0.3 -0.1 -0.2
C -1.9561 3.2300 -1.4581 -0.8 0.0 0.1
C 2.9196 0.5274 -1.1387 0.3 -0.7 -0.1
C 5.0144 1.8642 -2.6988 0.0 0.0 0.0
H 5.4444 1.4831 -0.6148 0.0 0.0 -0.1
H 3.0025 1.1789 -0.2458 -0.1 -0.3 -0.2
H -4.3152 -3.2508 3.1849 0.0 0.1 0.0
H -1.0333 -0.6341 -2.2221 0.6 -0.2 -0.3
H 6.3144 0.4218 -1.7184 0.1 0.1 0.0
C -2.3422 4.2412 -0.3686 0.1 0.0 -0.1
H -1.6048 -1.4185 -4.4691 0.1 -0.1 0.1
C 2.0267 -2.1669 -3.0690 -0.3 -0.5 -0.4
H 0.4898 -2.5863 -1.6190 0.2 0.3 0.0
C 2.5470 1.4284 -2.3244 0.0 0.0 0.1
H -1.8424 5.1927 -0.6011 -0.1 0.0 0.0
O -6.7476 1.4468 1.7378 0.6 -0.7 -0.2
H -4.2542 -1.9736 4.4021 0.1 0.0 -0.1
H 2.4711 -1.2983 -3.5810 -0.1 -0.2 0.0
C -4.8231 2.2315 4.1115 0.1 0.1 0.0
C -4.0777 -2.1947 3.3446 0.2 -0.1 0.1
H 1.0463 -4.0151 -3.5572 0.0 0.1 -0.1
O -3.5927 0.3062 -1.3711 -1.1 0.2 1.8
H 2.1852 -3.4716 -4.7892 -0.1 0.0 -0.1
C 2.9432 -0.9582 1.7771 0.3 -0.1 0.0
N -3.0498 0.5317 0.8627 -1.0 0.0 -0.7
C -0.8189 -1.9359 -3.9056 0.2 0.1 0.0
C 3.2361 -1.8626 2.9811 -0.1 0.0 -0.2
H -2.0038 3.7450 -2.4314 0.2 -0.2 0.1
C -4.8006 0.1846 2.5517 -0.1 0.7 0.5
H 0.0785 4.6617 1.0826 0.1 -0.3 -0.2
H 3.8252 -1.3126 3.7216 0.0 0.0 0.0
H -5.4354 2.7941 3.4035 0.0 0.1 0.2
H -0.2043 -3.2153 -5.5411 0.0 0.0 0.0
H -0.2340 2.0265 -2.0568 0.0 0.1 0.5
C 0.9311 -1.6968 -2.1106 1.0 0.0 0.3
```
Forces are in eV/Å.

The energy relative to the best compared isomer or geometry (same formula, charge and spin) is 0.0 kJ/mol. Its total charge is -1. The frontier orbital gap is 4.6 eV.

Mulliken atomic charge list, values in e, 2 entries:
1. H 0.310
2. H -0.259

Entry 4:
Molecular formula: C2H4ClN3O
Method: DFT, ωB97M-V with the def2-TZVPD basis set

Structure (XYZ):
```
11
Properties=species:S:1:pos:R:3:forces:R:3
N 0.5814 -2.0936 0.5268 -0.3 -1.6 0.9
O -0.4829 1.1649 1.0660 1.0 -1.0 -1.2
C -0.3176 -0.0929 0.5768 -2.8 2.5 -2.6
H -0.5919 -1.5188 2.1436 0.3 0.6 -0.7
Cl -2.4204 -0.5673 -0.4481 0.6 0.3 0.6
N 0.8360 -1.6805 -0.5905 1.3 -0.5 -0.1
H 0.0686 -0.2858 -1.8279 -1.3 0.3 0.9
C 0.3977 -0.3569 -0.7793 0.1 1.4 0.8
H 1.1542 0.4333 -0.7642 1.2 -0.5 0.0
N -0.1033 -1.1489 1.3206 0.7 -0.8 0.5
H -0.1510 1.7785 0.3563 -0.8 -0.6 1.0
```
Forces are in eV/Å.

The energy relative to the best compared isomer or geometry (same formula, charge and spin) is 149.0 kJ/mol. The frontier orbital gap is 8.9 eV.

Mulliken atomic charge list, values in e, 2 entries:
1. N -0.299
2. O -0.441